[1]
The following is a DFT calculation (ωB97M-V/def2-TZVPD) of a single C8H15NS molecule in a non-equilibrium geometry.

CARTESIAN COORDINATES (ANGSTROEM)
C1 1.3133 -0.2669 0.5969
C2 0.5039 -1.4881 0.7581
C3 -0.4825 0.8586 -0.2190
C4 0.4892 -1.9786 2.2473
C5 1.2539 -2.6010 -0.0616
C6 -1.3900 1.6723 0.7435
C7 -0.5521 2.5809 -2.1590
C8 -0.6874 1.1307 -1.6664
N1 0.8075 0.8384 0.2690
S1 -1.1496 -1.1000 0.0224
H1 2.3286 -0.2424 1.0143
H2 1.5281 -2.1040 2.4427
H3 0.2845 -3.0652 2.3879
H4 -0.1000 -1.4293 2.9876
H5 1.1197 -2.6180 -1.1052
H6 0.9057 -3.5063 0.3109
H7 2.2735 -2.4221 0.1105
H8 -0.9725 2.6609 1.0155
H9 -1.7053 0.9546 1.5481
H10 -2.3138 1.9749 0.2067
H11 -0.6069 2.6079 -3.2959
H12 0.2405 3.1425 -1.8313
H13 -1.6110 3.0370 -1.9799
H14 0.1102 0.6513 -2.2590
H15 -1.5874 0.7119 -2.0841

Calculated values
E_LUMO (eV): 0.83
Spin multiplicity: 1
HOMO-LUMO gap (hartree): 0.33910
Structure (SMILES): CC[C@]1(C)N=CC(C)(C)S1
Highest occupied orbital energy (eV): -8.393
ΔE to the lowest compared entry with this formula, charge and spin (eV): 0.000
Net charge: 0

---

[2]
The following is a DFT calculation (ωB97M-V/def2-TZVPD) of 2 unconnected molecules or ions with the total composition C8H15OP in a non-equilibrium geometry.

CARTESIAN COORDINATES (ANGSTROEM)
C1 1.9244 0.0014 0.8176
C2 1.8390 0.1656 -0.7100
C3 0.3902 -1.8949 0.6735
C4 0.1392 -1.6389 -0.8435
C5 0.6132 -0.4881 1.2510
C6 0.3415 -0.1819 -0.9863
C7 -0.2091 0.3272 0.2870
C8 -1.1202 2.4266 -0.1451
O1 -0.5114 1.5292 0.7179
P1 -2.9338 -0.6552 0.0013
H1 2.8583 -0.4330 1.1955
H2 1.9562 1.0221 1.3351
H3 1.8413 1.1617 -1.0301
H4 2.4624 -0.5726 -1.2173
H5 -0.4743 -2.2628 1.1943
H6 1.2324 -2.6379 1.0258
H7 0.8541 -2.3467 -1.3974
H8 -0.9595 -1.9518 -1.0146
H9 0.2981 -0.2433 2.2028
H10 -0.2142 0.1259 -1.9036
H11 -1.0361 3.3377 0.5149
H12 -2.1672 2.2552 -0.4956
H13 -0.4588 2.5060 -0.9472
H14 -3.6132 -0.1814 -1.2042
H15 -3.0525 0.6301 0.6782

Calculated values
E_LUMO (spin up / spin down) (eV): -0.14 / 0.37
Spin multiplicity: 1
HOMO-LUMO gap (spin up / spin down) (hartree): 0.24698 / 0.27820
Highest occupied orbital energy (spin up / spin down) (eV): -6.865 / -7.200
ΔE to the lowest compared entry with this formula, charge and spin (eV): 3.144
Net charge: 0

---

[3]
The following is a DFT calculation (ωB97M-V/def2-TZVPD) of a molecular structure, C8H16AgBr2FNO2S in a non-equilibrium geometry.

CARTESIAN COORDINATES (ANGSTROEM)
C1 3.7337 -0.9838 1.0515
C2 2.7499 -0.3536 -0.0173
C3 1.8733 -1.4222 -0.7512
C4 0.4045 -1.0029 -1.0027
C5 -0.3661 -0.7040 0.3197
N1 -1.7863 -0.3254 0.0921
C6 -2.0366 1.1160 0.1766
Br1 -1.7180 1.8994 1.9815
C7 -1.3036 1.9306 -0.9442
C8 0.1308 2.4202 -0.6066
Br2 -2.3889 3.5824 -1.2257
S1 -2.8375 -1.2687 1.0567
O1 -2.3855 -1.4458 2.4403
O2 -2.9922 -2.5656 0.3792
F1 -4.3847 -0.5706 1.1138
H1 3.3978 -1.9762 1.3840
H2 3.7536 -0.3094 1.9213
H3 4.7388 -0.9968 0.6128
H4 3.3912 0.1204 -0.7798
H5 2.1758 0.4237 0.5184
H6 1.9557 -2.3809 -0.2105
H7 2.3289 -1.5924 -1.7414
H8 0.3012 -0.1578 -1.7120
H9 -0.1043 -1.8580 -1.4849
H10 0.2042 0.0216 0.9214
H11 -0.3620 -1.6485 0.8929
H12 -3.1224 1.2622 0.0139
H13 -1.3038 1.2869 -1.8486
H14 0.1789 3.0555 0.2897
H15 0.8457 1.5843 -0.5797
H16 0.4500 3.0699 -1.4448
Ag1 -5.5222 -0.2103 -0.8163

Calculated values
E_LUMO (spin up / spin down) (eV): -9.44 / -13.20
Spin multiplicity: 2
HOMO-LUMO gap (spin up / spin down) (hartree): 0.25718 / 0.11852
Highest occupied orbital energy (spin up / spin down) (eV): -16.434 / -16.430
Net charge: +2

---

[4]
The following is a DFT calculation (ωB97M-V/def2-TZVPD) of a molecular structure, C8H16AlBF5O5.

CARTESIAN COORDINATES (ANGSTROEM)
C1 1.6669 3.5768 1.1140
C2 0.5073 3.8709 0.1791
O1 -0.6570 3.1044 0.4366
C3 -0.4316 1.6997 0.4199
C4 -1.6741 0.9820 -0.0874
C5 -1.5432 -0.5099 0.2157
O2 -1.9585 -0.8399 1.5818
C6 -3.2458 -1.0389 1.7789
O3 -4.1942 -0.4816 1.3111
F1 -3.3851 -2.0006 2.6993
B1 -2.1291 -1.5395 -0.8776
O4 -3.0362 -1.1494 -1.8508
O5 -1.6684 -2.8344 -0.8267
C7 -0.2935 -2.8053 -1.3026
C8 0.7196 -3.0635 -0.1962
H1 2.4476 4.3243 0.9555
H2 1.3259 3.6793 2.1457
H3 2.1079 2.5937 0.9564
H4 0.2022 4.9124 0.3041
H5 0.8005 3.7527 -0.8728
H6 -0.2070 1.3651 1.4372
H7 0.4177 1.4588 -0.2268
H8 -2.5506 1.4069 0.3991
H9 -1.7729 1.1086 -1.1665
H10 -0.4688 -0.7139 0.2434
H11 -2.6200 -0.7843 -2.6371
H12 -0.0805 -1.7969 -1.6858
H13 -0.2056 -3.4986 -2.1370
H14 1.0653 -2.1057 0.1883
H15 0.2891 -3.6250 0.6304
H16 1.5760 -3.5892 -0.6140
F2 5.2140 -0.1870 -0.2449
Al1 3.8172 -1.0933 -0.5013
F3 2.4578 -0.2136 0.0338
F4 3.8916 -2.5515 0.3457
F5 3.6156 -1.4137 -2.1487

Calculated values
E_LUMO (eV): 2.51
Spin multiplicity: 1
HOMO-LUMO gap (hartree): 0.36338
Highest occupied orbital energy (eV): -7.375
Net charge: -1

---

[5]
The following is a DFT calculation (ωB97M-V/def2-TZVPD) of a molecular structure, C8H16AlCl2O in a non-equilibrium geometry.

CARTESIAN COORDINATES (ANGSTROEM)
Al1 0.9885 -0.3873 1.2294
Cl1 0.6782 -2.4976 0.9618
Cl2 2.4657 -0.0189 2.8487
C1 2.2738 0.2930 0.0253
H1 2.6778 1.2922 0.1957
H2 3.0319 -0.3567 -0.4196
C2 -0.2259 0.6946 -0.1121
C3 0.9396 0.3970 -0.8979
H3 -0.1835 1.6100 0.5086
C4 0.7583 -0.8242 -1.8130
H4 1.1574 1.2581 -1.5505
C5 -0.3832 -0.5728 -2.7866
H5 1.6940 -1.0407 -2.3381
H6 0.5158 -1.7301 -1.2367
C6 -1.6911 -0.2769 -2.0560
H7 -0.1179 0.2903 -3.4090
H8 -0.5183 -1.4286 -3.4576
C7 -1.5430 0.6693 -0.8365
H9 -2.4112 0.1505 -2.7704
H10 -2.1381 -1.2137 -1.7041
H11 -1.7715 1.6895 -1.2175
H12 -2.3577 0.4543 -0.1321
C8 -0.5509 0.5140 3.7801
O1 -0.4777 -0.1573 2.5090
H13 -1.3738 1.2328 3.7320
H14 0.3936 1.0346 3.9291
H15 -0.6872 -0.2201 4.5812
H16 -1.1438 -0.8552 2.4372

Calculated values
E_LUMO (eV): 3.10
Spin multiplicity: 1
HOMO-LUMO gap (hartree): 0.22171
Highest occupied orbital energy (eV): -2.935
ΔE to the lowest compared entry with this formula, charge and spin (eV): 0.000
Net charge: -1

---

[6]
The following is a DFT calculation (ωB97M-V/def2-TZVPD) of a molecular structure, C8H16AsF6KO4S2 in a non-equilibrium geometry.

CARTESIAN COORDINATES (ANGSTROEM)
K1 -29.2490 4.2203 29.2122
As1 -32.3353 3.6672 27.2970
F1 -33.4683 4.9820 27.6972
F2 -32.5866 4.0338 25.4613
F3 -31.1058 2.3847 27.0790
F4 -32.3543 3.2676 29.1038
F5 -33.7591 2.5533 27.0238
F6 -30.9718 4.7884 27.4971
C1 -25.1804 -0.0407 28.2199
C2 -26.3846 -0.5637 29.0005
C3 -26.4098 -0.0420 30.3781
S1 -25.8326 1.7757 30.1797
O1 -24.6956 2.1854 31.0434
O2 -26.9587 2.7122 29.8839
C4 -25.1041 1.4635 28.4332
H1 -25.3172 -0.2953 27.1690
H2 -24.3342 -0.6669 28.5028
H3 -26.2866 -1.6487 29.0362
H4 -27.3155 -0.3336 28.4823
H5 -25.5633 -0.5341 30.8570
H6 -27.3586 -0.2165 30.8855
H7 -24.1247 1.9356 28.3564
H8 -25.7138 2.0172 27.7193
C5 -30.1109 0.4817 34.3319
C6 -31.4997 0.8445 33.7780
C7 -31.5497 2.3421 33.3474
S2 -29.7761 2.8183 32.8748
O3 -29.2555 3.8601 33.7644
O4 -29.6860 2.9629 31.4191
C8 -29.0518 1.2270 33.4314
H9 -29.8967 -0.5824 34.2322
H10 -29.9249 0.8322 35.3471
H11 -32.3129 0.4765 34.4036
H12 -31.4678 0.2530 32.8630
H13 -31.7654 3.1889 33.9990
H14 -32.1334 2.5728 32.4563
H15 -28.0236 1.2876 33.7883
H16 -28.9011 0.7803 32.4486

Calculated values
E_LUMO (eV): -0.24
Spin multiplicity: 1
HOMO-LUMO gap (hartree): 0.39248
Highest occupied orbital energy (eV): -10.918
ΔE to the lowest compared entry with this formula, charge and spin (eV): 2.174
Net charge: 0

---

[7]
The following is a DFT calculation (ωB97M-V/def2-TZVPD) of a molecular structure, C8H16B5F20Li5O2 in a non-equilibrium geometry.

CARTESIAN COORDINATES (ANGSTROEM)
Li1 -0.0887 4.2638 0.7503
Li2 2.9995 1.8310 -0.2482
Li3 2.2489 -0.8192 2.9617
Li4 -1.4664 1.3330 3.6372
Li5 -0.9554 -1.2518 0.2438
B1 4.3257 -0.3661 1.5390
F1 5.6308 -0.3777 2.0410
F2 3.6421 0.5075 2.3443
F3 4.2319 0.0010 0.2137
F4 3.7894 -1.5785 1.7296
B2 0.0493 -2.7107 2.1923
F5 -0.9537 -2.8764 1.3426
F6 -0.4633 -2.8745 3.4486
F7 0.9864 -3.6391 1.9187
F8 0.6288 -1.4681 2.0370
B3 -0.7477 4.1116 3.2815
F9 -0.2271 4.9545 4.1661
F10 -1.7558 3.3708 3.8379
F11 -1.2643 4.7024 2.2769
F12 0.2659 3.2661 3.0018
B4 0.3653 1.3680 0.6285
F13 0.6088 2.5427 -0.0689
F14 0.1737 0.3013 -0.2866
F15 1.6449 1.1810 1.2421
F16 -0.7038 1.5469 1.5019
B5 2.5561 6.0858 0.4107
F17 3.7335 6.0201 1.0534
F18 2.7589 6.1320 -0.9113
F19 1.6550 5.0846 0.8398
F20 1.9466 7.2996 0.7238
C1 1.9028 -3.4449 -1.8192
C2 0.6595 -4.1218 -2.4598
C3 -0.4764 -3.0555 -2.2279
O1 -0.0016 -2.3144 -1.1293
C4 1.4385 -2.1909 -1.2512
H1 2.6795 -3.2865 -2.5674
H2 2.3503 -4.0188 -1.0078
H3 0.2978 -5.0433 -2.0036
H4 0.8379 -4.3747 -3.5049
H5 -1.4677 -3.4332 -1.9773
H6 -0.6700 -2.3963 -3.0741
H7 1.8004 -1.9576 -0.2498
H8 1.6887 -1.3433 -1.8893
C5 -3.7019 0.0939 -2.6201
C6 -4.4262 -1.1291 -2.0846
C7 -3.5603 -1.6072 -0.9432
O2 -2.3928 -0.8175 -0.9661
C8 -2.7280 0.4777 -1.4954
H9 -4.3041 0.9849 -2.7975
H10 -3.1372 -0.2390 -3.4910
H11 -4.5341 -1.8693 -2.8774
H12 -5.4100 -0.8387 -1.7158
H13 -3.4321 -2.6835 -1.0579
H14 -4.0495 -1.4555 0.0191
H15 -1.8692 0.9819 -1.9385
H16 -3.1097 1.1410 -0.7193

Calculated values
E_LUMO (eV): -1.90
Spin multiplicity: 1
HOMO-LUMO gap (hartree): 0.32007
Highest occupied orbital energy (eV): -10.607
Net charge: 0

---

[8]
The following is a DFT calculation (ωB97M-V/def2-TZVPD) of a single C8H16BNO5 molecule in a non-equilibrium geometry.

CARTESIAN COORDINATES (ANGSTROEM)
O1 -2.3764 1.3152 2.4519
O2 3.3937 -3.0596 -0.3398
O3 2.1480 -1.9664 1.3993
O4 -0.1949 1.4953 2.4542
O5 -1.1260 -1.0642 -0.8356
B1 2.7820 -1.9339 0.1668
C1 -1.3360 1.2779 1.7565
N1 -1.2267 2.4202 -0.3564
C2 -2.4741 -1.0053 -0.3444
C3 2.7635 -0.5641 -0.7232
C4 1.5116 -0.4629 -1.6401
C5 0.5374 0.6117 -1.1333
C6 -2.8434 0.5146 -0.0728
C7 -0.4661 0.0040 -0.2113
C8 -1.4786 1.1161 0.2853
H1 3.2470 -3.7910 0.3374
H2 1.9052 -1.0431 1.6029
H3 -0.3512 1.7170 3.3755
H4 -0.3731 2.8187 -0.0673
H5 -2.0141 2.9838 -0.1160
H6 -2.9965 -1.4747 -1.1536
H7 -2.5220 -1.5832 0.6101
H8 3.7560 -0.5243 -1.2069
H9 2.7864 0.2505 0.0847
H10 1.8323 -0.1583 -2.6196
H11 1.1163 -1.4978 -1.7368
H12 0.9287 1.4600 -0.5874
H13 -0.0172 0.9596 -2.0432
H14 -3.3425 1.0258 -0.9575
H15 -3.4748 0.5152 0.8174
H16 -0.0945 -0.3566 0.8032

Calculated values
E_LUMO (eV): 0.40
Spin multiplicity: 1
HOMO-LUMO gap (hartree): 0.37503
Structure (SMILES): N[C@@]1(C(=O)O)CCO[C@H]1CCCB(O)O
Highest occupied orbital energy (eV): -9.805
ΔE to the lowest compared entry with this formula, charge and spin (eV): 0.957
Net charge: 0

---

DFT total energy across the listed records, respectively: -20863.0405; -19870.6722; -171754.1755; -39666.7920; -42248.5722; -131887.1762; -71446.3003; -20961.3157 eV.